Record 1
# C4H11BClF4O2P2

2 unconnected molecules or ions with the total composition C4H11BClF4O2P2 (ωB97M-V/def2-TZVPD, the OMol25 dataset).

Geometry as XYZ:
```
25
Properties=species:S:1:pos:R:3
C 2.858 -0.635 -0.134
C 1.920 -0.070 -1.198
C 1.318 1.267 -0.796
O 0.323 1.213 0.199
C -0.880 0.578 -0.171
P -1.148 -1.119 0.587
P -1.331 -2.635 -1.026
O -1.442 -1.728 -2.381
Cl 0.627 -3.461 -1.204
H 3.072 -1.689 -0.310
H 2.425 -0.531 0.861
H 3.805 -0.090 -0.143
H 2.484 0.102 -2.122
H 1.148 -0.802 -1.437
H 2.114 1.883 -0.368
H 0.935 1.801 -1.678
H -0.980 0.549 -1.264
H -1.702 1.171 0.228
H 0.154 -1.383 1.043
H -0.750 -1.061 -2.445
B -2.997 1.328 2.762
F -3.653 1.089 3.977
F -3.640 0.632 1.713
F -3.008 2.706 2.466
F -1.654 0.887 2.842
```

Values from the calculation:
Charge: -1
DFT total energy, eV: -51076.684
Largest force on an atom, eV/Å: 0.832


Record 2
# C4H11BN2O

A molecular structure, C4H11BN2O at a distorted geometry (ωB97M-V/def2-TZVPD, the OMol25 dataset).

Geometry as XYZ:
```
19
Properties=species:S:1:pos:R:3
B -2.097 -0.018 0.118
C -0.382 1.130 0.289
C -2.160 -1.580 0.224
C 2.928 -0.382 -0.365
C 2.218 0.782 0.165
N -2.970 0.961 -0.216
N 0.766 0.470 0.053
O -0.489 2.273 0.515
H -1.603 -2.164 1.032
H -1.553 -2.089 -0.634
H -3.093 -2.100 0.176
H 2.520 -1.328 0.063
H 2.842 -0.524 -1.431
H 3.976 -0.259 -0.183
H 2.403 0.781 1.309
H 2.562 1.751 -0.216
H -2.558 1.837 -0.143
H -3.923 0.940 -0.588
H 0.613 -0.480 -0.169
```

Values from the calculation:
Charge: 0
ΔE to the lowest compared entry with this formula, charge and spin, kcal per mole: 3.4
DFT total energy, eV: -10030.435
Largest force on an atom, eV/Å: 5.411


Record 3
# C4H11BO3

C4H11BO3 in the gas phase at a distorted geometry (ωB97M-V/def2-TZVPD, the OMol25 dataset).

Geometry as XYZ:
```
19
Properties=species:S:1:pos:R:3
B 0.754 0.674 -0.126
C 2.446 2.493 -0.711
C 0.916 -1.734 -0.619
C -2.840 -0.335 1.006
C -0.606 0.304 0.825
O 1.317 1.883 -0.056
O 1.296 -0.415 -0.799
O -1.861 0.149 0.181
H 3.328 2.578 0.025
H 2.170 3.590 -0.921
H 2.636 1.915 -1.586
H 1.819 -2.333 -0.552
H 0.380 -2.063 -1.517
H 0.288 -1.831 0.259
H -2.694 -1.472 1.088
H -3.867 -0.199 0.672
H -2.705 -0.059 2.144
H -0.652 1.169 1.597
H -0.374 -0.550 1.527
```

Values from the calculation:
Charge: 0
ΔE to the lowest compared entry with this formula, charge and spin, kcal per mole: 26.9
SMILES: COCB(OC)OC
DFT total energy, eV: -11145.423
Largest force on an atom, eV/Å: 4.297


Record 4
# C4H11BeO2

A molecular structure, C4H11BeO2 at a distorted geometry (ωB97M-V/def2-TZVPD, the OMol25 dataset).

Geometry as XYZ:
```
18
Properties=species:S:1:pos:R:3
C -2.321 0.649 -1.099
O -0.980 0.591 -0.594
C -0.253 -0.583 -0.977
C 1.137 -0.459 -0.402
O 1.005 -0.101 0.981
C 2.205 -0.243 1.746
H -2.772 1.575 -0.729
H -2.286 0.676 -2.195
H -2.889 -0.231 -0.770
H -0.207 -0.627 -2.073
H -0.764 -1.476 -0.592
H 1.720 0.321 -0.912
H 1.657 -1.422 -0.485
H 2.991 0.398 1.328
H 1.977 0.062 2.772
H 2.521 -1.293 1.730
Be -0.355 0.909 0.954
H -2.387 1.252 1.319
```

Values from the calculation:
Charge: +1
ΔE to the lowest compared entry with this formula, charge and spin, kcal per mole: 0.0
DFT total energy, eV: -8813.585
Largest force on an atom, eV/Å: 3.238


Number 1: E_HOMO -5.91 eV, Kohn-Sham gap 8.7 eV. Number 2: E_HOMO -8.10 eV, Kohn-Sham gap 8.7 eV. Number 3: E_HOMO -9.42 eV, Kohn-Sham gap 10.2 eV. Number 4: E_HOMO -12.42 eV, Kohn-Sham gap 8.3 eV.